--- a ---
Here is C6H11N in the gas phase from OMol25. Energies are from wB97M-V/def2-TZVPD.

The geometry in XYZ format:
```
18
C6H11N (wB97M-V/def2-TZVPD)
C -1.752 1.656 -0.040
C -2.092 0.263 -0.552
C -1.076 -0.793 -0.049
C 0.326 -0.439 -0.451
C 1.391 -0.463 0.352
N 2.672 -0.501 -0.253
C 3.618 -0.942 0.458
H -2.658 2.275 0.044
H -1.457 1.682 1.012
H -1.125 2.250 -0.703
H -3.043 -0.012 -0.089
H -2.223 0.220 -1.632
H -1.132 -0.762 1.039
H -1.343 -1.736 -0.526
H 0.446 -0.192 -1.504
H 1.432 0.008 1.337
H 3.441 -1.257 1.496
H 4.575 -1.258 0.061
```

Output
Structure (SMILES)   C=N/C=C/CCC
Spin multiplicity   1
Charge   0
HOMO-LUMO gap   9.652 eV

Mulliken population analysis, charges in e, atoms 1 to 4:
1 C -1.0967
2 C -0.4808
3 C -0.5750
4 C -0.1651


--- b ---
Here is C6H11N in the gas phase from OMol25. Energies are from wB97M-V/def2-TZVPD.

The geometry in XYZ format:
```
18
C6H11N (wB97M-V/def2-TZVPD)
C -0.759 3.171 -0.083
C -0.413 1.871 -0.086
N -1.331 0.813 -0.009
C -0.878 -0.366 0.764
C 1.968 -2.664 -0.556
C 0.733 -1.824 -0.428
C 0.522 -0.758 0.336
H -1.522 3.525 0.611
H -0.519 3.902 -0.842
H 0.514 1.663 -0.619
H -2.175 1.251 0.358
H -0.836 -0.130 1.831
H -1.495 -1.238 0.562
H 2.238 -2.815 -1.601
H 2.822 -2.213 -0.051
H 1.750 -3.615 -0.075
H -0.187 -2.340 -0.709
H 1.366 -0.308 0.853
```

Output
Structure (SMILES)   C=CNC/C=C/C
Spin multiplicity   1
Charge   0
HOMO-LUMO gap   9.153 eV

Mulliken population analysis, charges in e, atoms 1 to 4:
1 C -0.8286
2 C -0.0291
3 N -0.2496
4 C -0.5854


Most favorable structure: a. The second most favorable one is 7.1 kcal/mol above it.


--- a ---
Here is C2H6N4O in the gas phase from OMol25. Energies are from wB97M-V/def2-TZVPD.

The geometry in XYZ format:
```
13
C2H6N4O (wB97M-V/def2-TZVPD)
C -2.096 -0.034 -2.268
C 1.672 -0.001 2.253
N -0.416 -0.016 -0.596
N 0.203 0.291 0.472
N -1.051 0.683 -1.420
N 1.466 0.120 0.833
O 2.420 -0.018 0.007
H -2.202 0.362 -3.218
H -1.927 -1.090 -2.458
H -3.015 -0.053 -1.545
H 0.690 -0.558 2.609
H 2.617 -0.608 2.464
H 1.639 0.922 2.866
```

Output
Structure (SMILES)   C/N=N/N=[N+](/C)[O-]
Spin multiplicity   1
Charge   0
HOMO-LUMO gap (alpha / beta)   8.264 / 8.265 eV

Mulliken population analysis, charges in e, atoms 1 to 4:
1 C -0.6067
2 C -0.6901
3 N 0.0809
4 N -0.3537


--- b ---
Here is C2H6N4O in the gas phase from OMol25. Energies are from wB97M-V/def2-TZVPD.

The geometry in XYZ format:
```
13
C2H6N4O (wB97M-V/def2-TZVPD)
C 1.343 -0.765 -0.340
C -0.990 -0.031 -0.264
H 0.725 1.702 1.330
H 1.906 1.633 0.051
H 0.831 -1.727 -0.615
H -2.239 -1.515 0.458
H -0.574 -1.690 0.893
H -1.591 1.702 -0.644
N 0.744 1.559 0.213
N 0.410 0.271 -0.166
N -1.178 -1.407 0.176
N -1.896 0.735 -0.679
O 2.511 -0.466 -0.414
```

Output
Structure (SMILES)   [H]/N=C(/N)N(N)C=O
Spin multiplicity   1
Charge   0
HOMO-LUMO gap   9.915 eV

Mulliken population analysis, charges in e, atoms 1 to 4:
1 C 0.0118
2 C 0.4768
3 H 0.2486
4 H 0.3413


Most favorable structure: b. The second most favorable one is 104.9 kcal/mol above it.


--- a ---
Here is a 2-piece molecular cluster, C4H12NO3 overall from OMol25. Energies are from wB97M-V/def2-TZVPD.

The geometry in XYZ format:
```
20
C4H12NO3 (wB97M-V/def2-TZVPD)
C -0.240 0.154 2.386
O -1.632 -0.250 2.559
C 0.052 0.167 0.870
C 1.517 -0.091 0.536
C 1.630 -0.767 -0.908
O 0.804 -0.041 -1.692
N -0.538 1.448 0.411
H -0.410 1.148 2.785
H 0.347 -0.567 2.944
H -2.139 -0.218 1.745
H -0.620 -0.506 0.342
H 2.074 0.844 0.449
H 2.023 -0.685 1.297
H 2.678 -0.651 -1.182
H 1.260 -1.794 -0.832
H -0.469 1.501 -0.593
H -0.036 2.240 0.797
H -1.720 0.073 -3.389
H -0.402 -0.543 -2.906
O -1.150 -0.698 -3.507
```

Output
Expectation value of S²   0.755
Spin multiplicity   2
Charge   0
HOMO-LUMO gap (alpha / beta)   10.663 / 7.466 eV

Mulliken population analysis, charges in e, atoms 1 to 4:
1 C -0.1189
2 O -0.5471
3 C -0.2902
4 C -0.7984


--- b ---
Here is a 2-piece molecular cluster, C4H12NO3 overall from OMol25. Energies are from wB97M-V/def2-TZVPD.

The geometry in XYZ format:
```
20
C4H12NO3 (wB97M-V/def2-TZVPD)
C -0.804 1.450 0.921
N -0.297 0.883 -0.497
C -0.185 -0.564 -0.550
C 1.082 -0.807 0.194
O 0.851 -1.273 1.456
C -1.640 -1.105 -0.266
O -2.651 -0.320 -0.607
H -1.629 0.962 1.168
H -0.112 1.162 1.677
H -0.916 2.581 0.788
H -1.111 1.170 -1.083
H 0.025 -0.944 -1.631
H 1.671 -1.676 -0.154
H 1.721 0.019 0.401
H 0.070 -1.969 1.413
H -1.810 -2.092 -0.710
H -1.484 -1.336 0.851
H 2.493 1.019 -0.191
H 2.396 1.652 -1.497
O 3.057 1.521 -0.768
```

Output
Expectation value of S²   0.755
Spin multiplicity   2
Charge   0
HOMO-LUMO gap (alpha / beta)   9.813 / 6.924 eV

Mulliken population analysis, charges in e, atoms 1 to 4:
1 C -0.9998
2 N -0.4647
3 C 0.2610
4 C -0.3338


Most favorable structure: a. The second most favorable one is 50.8 kcal/mol above it.


--- a ---
Here is a 2-piece molecular cluster, C2H6S overall from OMol25. Energies are from wB97M-V/def2-TZVPD.

The geometry in XYZ format:
```
9
C2H6S (wB97M-V/def2-TZVPD)
S -0.994 1.830 -4.507
H -1.637 2.740 -5.234
H -1.504 0.839 -5.110
C 0.465 -0.234 2.540
C 0.928 -1.462 2.384
H 0.722 0.344 3.440
H -0.377 0.029 1.899
H 1.596 -1.965 3.077
H 0.801 -2.121 1.511
```

Output
Structure (SMILES)   C=C.S
Spin multiplicity   1
Charge   0
HOMO-LUMO gap   10.868 eV

Mulliken population analysis, charges in e, atoms 1 to 4:
1 S -0.2670
2 H 0.1412
3 H 0.1257
4 C -0.3924


--- b ---
Here is C2H6S in the gas phase from OMol25. Energies are from wB97M-V/def2-TZVPD.

The geometry in XYZ format:
```
9
C2H6S (wB97M-V/def2-TZVPD)
C 0.232 0.954 -0.566
C -0.017 -0.062 0.482
S -0.731 -1.759 -0.180
H -0.561 1.102 -1.276
H 0.903 0.568 -1.361
H 0.471 1.878 -0.128
H 0.868 -0.358 1.080
H -0.795 0.262 1.218
H -0.371 -2.584 0.733
```

Output
Structure (SMILES)   CCS
Spin multiplicity   1
Charge   0
HOMO-LUMO gap   10.097 eV

Mulliken population analysis, charges in e, atoms 1 to 4:
1 C -1.1006
2 C -0.3420
3 S -0.2421
4 H 0.3449


--- c ---
Here is C2H6S in the gas phase from OMol25. Energies are from wB97M-V/def2-TZVPD.

The geometry in XYZ format:
```
9
C2H6S (wB97M-V/def2-TZVPD)
C 0.966 0.249 0.011
C -0.280 -0.574 -0.071
H 1.856 -0.408 0.152
H 0.933 0.736 1.072
H 0.895 1.118 -0.707
H -0.330 -1.301 0.677
H -0.158 -1.179 -0.891
H -1.856 1.351 -0.294
S -2.027 0.008 0.052
```

Output
Structure (SMILES)   CCS
Spin multiplicity   1
Charge   0
HOMO-LUMO gap   10.080 eV

Mulliken population analysis, charges in e, atoms 1 to 4:
1 C -0.8456
2 C -0.6037
3 H 0.3049
4 H 0.2375


Most favorable structure: b. The second most favorable one is 6.0 kcal/mol above it.


--- a ---
Here is C3H6O2 in the gas phase from OMol25. Energies are from wB97M-V/def2-TZVPD.

The geometry in XYZ format:
```
11
C3H6O2 (wB97M-V/def2-TZVPD)
C -0.960 0.358 -0.265
C 0.222 0.977 0.474
O 1.250 0.015 0.291
C 0.646 -1.186 -0.150
O -0.742 -1.025 -0.058
H -0.931 0.606 -1.339
H -1.938 0.617 0.143
H 0.547 1.937 0.059
H 0.009 1.100 1.544
H 0.960 -1.376 -1.191
H 0.938 -2.024 0.491
```

Output
Structure (SMILES)   C1COCO1
Spin multiplicity   1
Charge   0
HOMO-LUMO gap   10.893 eV

Mulliken population analysis, charges in e, atoms 1 to 4:
1 C -0.3360
2 C -0.2872
3 O -0.3621
4 C -0.1468


--- b ---
Here is C3H6O2 in the gas phase from OMol25. Energies are from wB97M-V/def2-TZVPD.

The geometry in XYZ format:
```
11
C3H6O2 (wB97M-V/def2-TZVPD)
O 1.647 -0.012 1.010
C 0.965 0.576 0.218
O 1.258 1.794 -0.302
C -0.327 0.116 -0.393
C -1.000 -1.117 0.260
H 2.104 2.191 -0.071
H -0.091 -0.267 -1.393
H -1.015 0.936 -0.558
H -1.667 -1.582 -0.457
H -1.561 -0.735 1.111
H -0.313 -1.899 0.574
```

Output
Structure (SMILES)   CCC(=O)O
Spin multiplicity   1
Charge   0
HOMO-LUMO gap   11.369 eV

Mulliken population analysis, charges in e, atoms 1 to 4:
1 O -0.5407
2 C 0.5110
3 O -0.4463
4 C -0.2977


Most favorable structure: b. The second most favorable one is 29.9 kcal/mol above it.


--- a ---
Here is C3H6O2 as an isolated structure from OMol25. Energies are from wB97M-V/def2-TZVPD.

The geometry in XYZ format:
```
11
C3H6O2 (wB97M-V/def2-TZVPD)
O 1.467 -0.569 0.252
C 0.343 -0.520 -0.594
C -1.048 -0.499 -0.059
C -0.472 0.761 -0.650
O 0.204 1.660 0.882
H 1.377 -1.340 0.827
H 0.510 -0.980 -1.570
H -1.203 -0.498 1.017
H -1.839 -0.986 -0.627
H 0.067 2.085 -0.029
H 1.075 1.209 0.881
```

Output
Spin multiplicity   1
Charge   0
HOMO-LUMO gap   9.310 eV

Mulliken population analysis, charges in e, atoms 1 to 4:
1 O -0.5752
2 C 0.0573
3 C -0.5187
4 C -0.4758


--- b ---
Here is a 2-piece molecular cluster, C3H6O2 overall from OMol25. Energies are from wB97M-V/def2-TZVPD.

The geometry in XYZ format:
```
11
C3H6O2 (wB97M-V/def2-TZVPD)
C 0.956 0.760 -0.980
O -0.218 1.002 -0.524
C -0.891 0.403 0.451
C -0.270 -0.392 1.474
O -0.886 -0.898 2.399
H 1.627 0.072 -0.480
H 0.030 -1.203 -1.474
H 1.257 1.375 -1.816
H -0.520 -1.336 -0.969
H -1.919 0.730 0.516
H 0.833 -0.512 1.404
```

Output
Spin multiplicity   1
Charge   0
HOMO-LUMO gap (alpha / beta)   7.742 / 8.215 eV

Mulliken population analysis, charges in e, atoms 1 to 4:
1 C -0.3727
2 O -0.2355
3 C -0.1719
4 C 0.1015


Most favorable structure: b. The second most favorable one is 10.0 kcal/mol above it.